(1)
19 unconnected molecules or ions with the total composition C87H222N10O29 at a distorted geometry. Source: OMol25; level of theory: ωB97M-V/def2-TZVPD.

```
348
Properties=species:S:1:pos:R:3:lowdin_charge:R:1
C -2.019 2.070 3.341 -0.030
C -1.859 2.683 1.976 -0.487
C -3.173 2.694 1.140 -0.031
O -1.292 3.958 2.094 -0.088
H -2.695 2.707 3.849 0.075
H -1.060 2.016 3.943 0.082
H -2.399 1.072 3.310 0.051
H -1.181 2.113 1.329 0.115
H -3.050 3.448 0.370 0.057
H -4.013 3.045 1.719 0.075
H -3.412 1.702 0.622 0.090
H -2.009 4.625 2.326 0.095
C -6.054 0.134 1.209 -0.058
C -6.177 -0.327 -0.245 -0.487
C -6.153 0.907 -1.086 -0.062
O -5.119 -1.285 -0.461 -0.069
H -6.891 0.823 1.563 0.110
H -5.107 0.591 1.425 0.042
H -6.143 -0.795 1.775 0.047
H -7.147 -0.840 -0.393 0.137
H -5.353 1.605 -0.750 0.077
H -7.119 1.409 -1.207 0.087
H -5.843 0.543 -2.096 0.058
H -5.444 -2.128 -0.847 0.050
C 5.441 7.185 0.941 -0.045
C 5.118 5.988 0.122 -0.468
C 6.265 5.363 -0.643 -0.039
O 4.529 5.017 1.036 -0.076
H 4.570 7.696 1.355 0.081
H 5.957 8.026 0.507 0.083
H 6.029 6.749 1.715 0.073
H 4.391 6.139 -0.661 0.104
H 7.126 5.285 0.054 0.092
H 6.581 5.883 -1.523 0.073
H 6.010 4.383 -1.023 0.058
H 4.921 5.048 1.912 0.068
C -5.810 -0.278 -4.764 -0.059
C -5.023 -1.022 -5.810 -0.528
C -4.629 -0.106 -6.904 -0.055
O -3.952 -1.757 -5.269 -0.055
H -6.001 -0.843 -3.868 0.054
H -6.787 0.047 -5.122 0.088
H -5.296 0.644 -4.463 0.081
H -5.731 -1.728 -6.219 0.129
H -3.801 0.570 -6.477 0.097
H -5.441 0.461 -7.338 0.081
H -4.193 -0.651 -7.748 0.078
H -3.316 -1.134 -4.928 0.031
C -2.274 -5.347 -0.829 -0.051
C -1.391 -6.097 0.164 -0.424
C 0.000 -5.568 0.325 -0.041
O -2.084 -6.088 1.486 -0.097
H -2.096 -4.232 -0.854 0.096
H -3.329 -5.530 -0.673 0.057
H -2.006 -5.660 -1.821 0.067
H -1.369 -7.146 -0.134 0.133
H 0.578 -6.058 1.091 0.052
H 0.026 -4.489 0.467 0.076
H 0.555 -5.846 -0.588 0.097
H -2.844 -6.677 1.393 0.077
C 1.367 5.506 -0.554 -0.031
C 0.833 6.942 -0.690 -0.458
C -0.656 6.909 -0.829 -0.052
O 1.261 7.686 0.454 -0.069
H 0.769 4.920 0.123 0.059
H 2.446 5.551 -0.322 0.068
H 1.348 4.969 -1.492 0.056
H 1.238 7.400 -1.585 0.126
H -1.105 7.914 -0.903 0.095
H -1.000 6.425 0.056 0.053
H -1.076 6.328 -1.639 0.060
H 0.876 7.166 1.189 0.033
C -0.247 -7.997 3.789 -0.056
C 0.355 -6.831 4.510 -0.553
C -0.520 -5.638 4.705 -0.074
O 0.792 -7.202 5.794 -0.056
H -0.408 -7.752 2.734 0.060
H -1.172 -8.380 4.269 0.093
H 0.512 -8.806 3.906 0.094
H 1.329 -6.507 3.974 0.146
H -0.017 -4.762 5.181 0.085
H -1.399 -5.917 5.342 0.096
H -0.881 -5.378 3.675 0.074
H 0.059 -7.160 6.410 0.080
C -6.147 -2.063 6.734 -0.051
C -4.794 -2.091 6.034 -0.403
C -4.747 -1.346 4.676 -0.033
O -3.960 -1.246 6.922 -0.102
H -7.038 -1.927 6.040 0.097
H -6.172 -1.174 7.329 0.069
H -6.320 -2.849 7.401 0.050
H -4.420 -3.063 5.973 0.108
H -5.246 -0.411 4.924 0.092
H -5.226 -1.880 3.894 0.040
H -3.742 -1.218 4.361 0.045
H -3.071 -1.570 7.185 0.089
C -5.802 -4.094 -3.506 -0.057
C -6.683 -4.452 -2.373 -0.523
C -6.810 -5.937 -2.177 -0.043
O -6.255 -3.719 -1.224 -0.097
H -4.796 -4.411 -3.223 0.079
H -5.671 -3.039 -3.785 0.060
H -5.940 -4.717 -4.449 0.100
H -7.723 -4.005 -2.602 0.158
H -7.383 -6.134 -1.246 0.082
H -5.738 -6.218 -2.075 0.095
H -7.330 -6.336 -2.990 0.060
H -6.702 -3.995 -0.376 0.068
C 3.747 2.860 -2.234 -0.126
O 4.298 3.919 -2.949 -0.144
C 3.462 4.186 -4.053 -0.229
C 3.806 5.484 -4.722 -0.211
N 3.619 6.677 -3.903 -0.043
C 4.352 7.846 -4.430 -0.207
C 3.907 9.037 -3.624 -0.242
O 4.174 8.765 -2.265 -0.231
C 3.748 9.764 -1.364 -0.090
H 4.339 2.622 -1.337 0.081
H 3.602 1.908 -2.735 0.075
H 2.792 3.184 -1.841 0.072
H 2.394 4.222 -3.754 0.121
H 3.454 3.455 -4.867 0.113
H 3.351 5.539 -5.675 0.095
H 4.900 5.430 -4.920 0.126
H 3.915 6.509 -2.946 0.090
H 3.958 7.958 -5.430 0.111
H 5.489 7.751 -4.473 0.139
H 2.822 9.217 -3.788 0.131
H 4.525 9.932 -3.828 0.125
H 4.343 10.632 -1.563 0.077
H 3.838 9.436 -0.344 0.067
H 2.646 9.901 -1.551 0.106
C 0.380 2.657 -5.626 -0.104
O -0.717 2.004 -6.233 -0.191
C -0.643 0.573 -6.299 -0.166
C -0.752 -0.003 -4.920 -0.200
N -2.077 0.312 -4.357 -0.049
C -2.209 0.291 -2.922 -0.175
C -1.433 1.406 -2.239 -0.251
O -2.182 2.563 -2.381 -0.164
C -1.443 3.671 -1.999 -0.125
H 0.554 2.358 -4.604 0.052
H 0.076 3.719 -5.677 0.104
H 1.361 2.564 -6.247 0.100
H 0.256 0.320 -6.848 0.127
H -1.541 0.213 -6.766 0.109
H 0.111 0.137 -4.192 0.104
H -0.865 -1.079 -5.096 0.081
H -2.380 1.189 -4.709 0.097
H -1.895 -0.687 -2.530 0.117
H -3.261 0.405 -2.487 0.141
H -0.407 1.477 -2.650 0.115
H -1.423 1.029 -1.217 0.105
H -0.520 3.745 -2.601 0.086
H -1.159 3.673 -0.950 0.072
H -2.162 4.533 -2.156 0.110
C 6.929 -0.722 -0.504 -0.098
O 5.799 -1.547 -0.625 -0.228
C 5.903 -2.401 -1.797 -0.189
C 4.807 -3.485 -1.748 -0.204
N 4.899 -4.247 -0.473 -0.060
C 3.887 -5.301 -0.345 -0.225
C 3.454 -5.350 1.074 -0.218
O 2.904 -4.079 1.440 -0.232
C 2.526 -4.035 2.776 -0.108
H 7.805 -1.198 -0.866 0.076
H 6.994 -0.560 0.555 0.073
H 6.752 0.200 -1.031 0.086
H 6.895 -2.938 -1.793 0.131
H 5.823 -1.823 -2.730 0.115
H 4.926 -4.150 -2.636 0.125
H 3.811 -3.044 -1.881 0.094
H 4.778 -3.519 0.243 0.087
H 4.476 -6.218 -0.774 0.154
H 3.080 -5.138 -1.049 0.095
H 4.398 -5.499 1.675 0.139
H 2.740 -6.219 1.279 0.134
H 3.350 -4.420 3.353 0.078
H 1.675 -4.649 3.010 0.055
H 2.293 -2.982 3.085 0.101
C 1.398 4.449 -8.675 -0.056
O 2.548 3.959 -7.932 -0.238
C 3.800 3.985 -8.624 -0.189
C 4.100 2.575 -9.135 -0.185
N 3.645 1.469 -8.250 -0.051
C 4.788 0.946 -7.541 -0.228
C 4.259 -0.005 -6.491 -0.166
O 3.470 0.837 -5.600 -0.217
C 2.655 0.026 -4.739 -0.101
H 1.324 5.533 -8.580 0.089
H 0.522 4.088 -8.182 0.064
H 1.372 4.151 -9.690 0.077
H 4.473 4.437 -7.927 0.105
H 3.743 4.621 -9.535 0.126
H 5.130 2.411 -9.373 0.100
H 3.660 2.428 -10.118 0.105
H 2.978 1.800 -7.524 0.088
H 5.341 1.744 -7.106 0.108
H 5.479 0.493 -8.277 0.129
H 4.992 -0.467 -5.954 0.089
H 3.557 -0.671 -6.965 0.123
H 2.165 0.703 -4.080 0.053
H 3.329 -0.657 -4.178 0.097
H 1.968 -0.585 -5.321 0.070
C -11.160 -4.111 3.881 -0.125
O -10.449 -3.740 2.755 -0.173
C -9.133 -3.320 3.074 -0.215
C -8.231 -3.214 1.860 -0.167
N -7.807 -4.486 1.215 -0.022
C -6.971 -5.280 2.178 -0.162
C -5.503 -5.020 1.917 -0.312
O -5.251 -3.722 2.170 -0.187
C -3.830 -3.360 1.976 -0.023
H -11.098 -3.278 4.587 0.090
H -10.699 -5.021 4.271 0.092
H -12.197 -4.260 3.604 0.089
H -8.583 -3.936 3.787 0.107
H -9.134 -2.347 3.544 0.121
H -7.346 -2.700 2.085 0.079
H -8.654 -2.705 1.046 0.107
H -8.624 -5.024 1.082 0.090
H -7.109 -6.351 2.064 0.121
H -7.076 -4.990 3.222 0.105
H -5.307 -5.297 0.836 0.124
H -4.905 -5.693 2.531 0.121
H -3.441 -3.900 1.125 0.057
H -3.220 -3.743 2.816 0.094
H -3.792 -2.312 1.844 0.060
C 0.897 -2.945 -4.243 -0.132
O 0.409 -3.395 -5.477 -0.180
C -1.001 -3.690 -5.373 -0.209
C -1.559 -3.846 -6.761 -0.224
N -2.917 -4.307 -6.640 -0.069
C -3.544 -4.521 -7.940 -0.222
C -4.906 -5.143 -7.918 -0.221
O -4.961 -6.575 -7.876 -0.196
C -4.734 -7.170 -6.628 -0.120
H 0.354 -2.087 -3.939 0.037
H 1.901 -2.591 -4.361 0.060
H 0.881 -3.809 -3.441 0.129
H -1.511 -2.828 -4.910 0.100
H -1.170 -4.580 -4.780 0.124
H -0.913 -4.586 -7.308 0.137
H -1.490 -2.942 -7.401 0.122
H -3.467 -3.753 -6.012 0.078
H -2.850 -5.167 -8.500 0.124
H -3.551 -3.551 -8.560 0.133
H -5.321 -4.963 -8.919 0.121
H -5.588 -4.578 -7.281 0.116
H -3.808 -6.739 -6.214 0.077
H -4.611 -8.293 -6.792 0.109
H -5.581 -6.959 -6.004 0.062
C -0.920 -1.499 3.028 -0.105
O -0.303 -1.942 1.818 -0.211
C -0.369 -1.039 0.640 -0.169
C 0.479 -1.610 -0.451 -0.241
N 1.845 -1.885 -0.169 0.007
C 2.662 -0.728 0.417 -0.129
C 2.530 0.541 -0.409 -0.250
O 1.557 1.436 0.011 -0.200
C 1.998 2.335 0.996 -0.095
H -0.344 -0.814 3.668 0.079
H -1.120 -2.465 3.557 0.088
H -1.896 -1.041 2.853 0.051
H 0.068 -0.095 0.958 0.100
H -1.403 -1.043 0.254 0.127
H 0.352 -0.797 -1.153 0.089
H -0.081 -2.456 -0.925 0.122
H 2.016 -2.692 0.318 0.025
H 3.729 -0.990 0.503 0.082
H 2.290 -0.501 1.465 0.125
H 2.422 0.222 -1.452 0.119
H 3.512 1.057 -0.440 0.104
H 2.761 3.051 0.551 0.091
H 2.435 1.845 1.872 0.078
H 1.121 2.903 1.334 0.073
C 4.911 1.197 8.847 -0.123
O 5.957 1.448 7.923 -0.203
C 5.760 2.633 7.102 -0.185
C 6.041 2.357 5.626 -0.195
N 5.141 1.374 5.030 -0.059
C 5.375 1.223 3.615 -0.197
C 5.023 -0.221 3.147 -0.210
O 6.047 -1.019 3.671 -0.193
C 6.167 -2.303 3.096 -0.092
H 5.000 1.654 9.831 0.072
H 5.054 0.094 9.114 0.088
H 3.882 1.276 8.319 0.109
H 6.303 3.515 7.478 0.123
H 4.734 2.933 7.236 0.085
H 7.067 2.015 5.490 0.121
H 5.879 3.219 5.017 0.104
H 5.274 0.473 5.461 0.071
H 6.432 1.366 3.411 0.113
H 4.715 1.875 2.999 0.113
H 4.926 -0.266 1.994 0.122
H 4.052 -0.551 3.593 0.126
H 5.312 -2.952 3.227 0.064
H 6.996 -2.790 3.611 0.100
H 6.352 -2.386 2.056 0.060
C -0.253 0.744 6.355 -0.142
O 0.880 0.013 6.086 -0.201
C 0.907 -1.245 6.703 -0.235
C 2.150 -2.015 6.411 -0.238
N 3.329 -1.287 6.794 -0.024
C 4.583 -2.046 6.586 -0.194
C 4.840 -3.056 7.706 -0.232
O 3.798 -4.046 7.659 -0.191
C 4.076 -4.943 8.760 -0.098
H -0.308 0.935 7.454 0.106
H -1.180 0.268 6.050 0.073
H -0.196 1.686 5.747 0.073
H 0.065 -1.882 6.267 0.135
H 0.778 -1.134 7.781 0.127
H 2.167 -2.351 5.391 0.101
H 2.013 -2.883 7.022 0.107
H 3.366 -0.428 6.168 0.115
H 5.436 -1.340 6.587 0.113
H 4.615 -2.576 5.591 0.117
H 4.947 -2.523 8.637 0.102
H 5.861 -3.510 7.591 0.132
H 4.311 -4.428 9.728 0.094
H 5.002 -5.549 8.557 0.100
H 3.203 -5.506 8.934 0.064
C -3.453 6.999 1.359 -0.122
O -2.466 6.424 2.150 -0.239
C -1.822 7.353 2.961 -0.231
C -0.704 6.671 3.695 -0.221
N 0.376 6.205 2.888 -0.042
C 1.819 6.334 3.309 -0.145
C 2.361 5.065 3.890 -0.260
O 1.831 4.663 5.100 -0.161
C 2.185 3.334 5.440 -0.089
H -4.307 7.357 1.957 0.090
H -3.781 6.190 0.595 0.124
H -3.156 7.894 0.811 0.079
H -2.519 7.783 3.696 0.134
H -1.319 8.092 2.318 0.134
H -1.130 5.886 4.344 0.125
H -0.307 7.451 4.425 0.144
H 0.166 5.283 2.579 0.064
H 1.935 7.266 3.922 0.141
H 2.434 6.487 2.433 0.084
H 3.377 5.284 4.148 0.115
H 2.253 4.330 3.044 0.133
H 1.741 3.041 6.408 0.098
H 3.274 3.219 5.439 0.060
H 1.894 2.619 4.690 0.072
```

Computed properties:
- Spin multiplicity: 1
- Molecular weight: 1872.77 u
- Strongest force on any atom: 4.09 eV Å⁻¹
- LUMO: 0.42 eV



(2)
C3H4N4 in the gas phase at a distorted geometry. Source: OMol25; level of theory: ωB97M-V/def2-TZVPD.

```
11
Properties=species:S:1:pos:R:3:nbo_charge:R:1
C -1.912 0.381 -0.209 -0.043
C -1.289 0.721 0.888 -0.044
C 0.037 -1.297 -0.114 0.239
N -1.170 -0.724 0.507 -0.489
N 1.214 -0.836 -0.142 -0.267
N 2.590 0.885 -0.202 -0.387
N 2.034 -0.033 0.373 0.044
H -2.746 0.549 -0.850 0.238
H -0.690 1.409 1.490 0.252
H -0.156 -2.277 -0.609 0.192
H 2.089 1.221 -1.131 0.263
```

Computed properties:
- Spin multiplicity: 1
- Molecular weight: 96.09 u
- Strongest force on any atom: 3.55 eV Å⁻¹
- LUMO: 0.41 eV